(1)
{"formula": "C20H30O15", "method": "wB97M-V/def2-TZVPD", "charge": 0, "multiplicity": 1, "lumo_ev": 0.303, "smiles": "C[C@H]1COC(=O)O1.C[C@H]1COC(=O)O1.C[C@H]1COC(=O)O1.C[C@H]1COC(=O)O1.C[C@H]1COC(=O)O1", "homo_ev": -10.648, "e_tot_ha": -1908.62751, "species": ["H", "C", "H", "C", "C", "C", "H", "H", "H", "H", "C", "H", "H", "O", "C", "C", "C", "O", "H", "O", "H", "H", "H", "O", "C", "H", "C", "O", "C", "O", "O", "H", "H", "H", "H", "C", "C", "C", "H", "C", "H", "H", "H", "C", "C", "O", "H", "H", "H", "O", "C", "O", "H", "H", "O", "H", "O", "O", "H", "O", "C", "H", "O", "C", "H"], "xyz": [[5.54640, -5.84543, 0.89793], [-7.50791, -4.34603, 3.25001], [3.68665, 2.96391, -2.65143], [-8.19091, -4.92546, 1.15151], [-0.77105, -1.41096, -1.48327], [5.89215, -6.02464, 4.26576], [3.13540, 2.73344, -1.03422], [-2.39116, 9.82773, -2.94032], [-9.13849, -4.93170, 0.61284], [-1.47857, -2.05654, -2.00359], [-7.02376, -5.00548, 0.19412], [-0.20864, 7.95202, -0.44132], [2.63341, 4.17844, -1.93940], [-1.91789, 6.82416, -1.92449], [-0.89732, 8.65449, -0.91074], [3.46420, 3.50422, -1.73127], [4.66038, 4.27237, -1.18534], [0.13372, -2.20847, -0.81725], [-9.14283, -6.20268, 2.54618], [4.61259, 7.13582, -3.07326], [6.95792, -5.62462, 1.90279], [-0.42018, -0.72991, -2.25860], [-0.95744, 1.51518, -0.43698], [6.33244, -9.72712, 1.70256], [-1.80193, 0.82612, -0.44932], [5.65863, -6.70183, 5.08735], [0.50615, -1.66954, 0.39623], [-7.55823, -5.66126, 3.18199], [6.10720, -6.28224, 1.72425], [1.46635, -2.11563, 1.05246], [-7.37542, -3.63333, 4.24982], [4.82965, 3.78471, -0.22532], [4.35727, -6.76233, 2.86492], [6.94487, 4.20820, -1.70403], [-7.76295, -6.93036, 1.55628], [5.43530, -6.71816, 3.01983], [6.18693, -8.53547, 1.94430], [-8.18291, -6.05482, 2.05142], [-3.91827, 8.92776, -2.44807], [-2.30964, 6.66055, -3.16758], [-0.90265, 9.51614, -0.24319], [5.40437, -5.08411, 4.52183], [-3.11371, 8.18629, -0.68639], [-2.29348, 8.12657, -1.40177], [4.88459, 6.17929, -2.42624], [-7.92784, -3.83864, 2.00361], [-7.42274, -4.80108, -0.79943], [-6.54036, -5.98088, 0.24914], [6.95397, -5.78790, 4.33346], [-2.73390, 7.86761, -3.66264], [5.93838, 4.09109, -2.10574], [5.71966, -8.09707, 3.07414], [-0.38105, 9.06702, -1.77757], [-2.03478, -1.22933, 0.28966], [4.34145, 5.62904, -1.25887], [-2.37836, 1.13979, 0.42098], [-2.21423, 5.61512, -3.72116], [-0.19966, -0.55082, 0.63560], [-6.25373, -4.25098, 0.35497], [6.55308, -7.49617, 1.18867], [-2.84306, 8.88812, -2.62249], [5.86973, 3.21867, -2.75558], [5.76700, 5.27496, -2.94633], [-1.29324, -0.62906, -0.23749], [-2.49158, 1.08123, -1.25392]], "forces_ev_per_angstrom": [[-0.7, 0.3, 0.6], [-1.6, 3.5, 1.6], [0.1, 0.1, -0.2], [1.3, 0.7, -1.4], [-1.8, 1.3, 0.9], [-0.2, 0.0, 1.2], [-0.1, 0.1, 0.1], [0.1, -0.3, 0.1], [-0.1, 0.9, 0.2], [-0.4, 0.1, 0.5], [0.1, 0.1, -1.3], [-0.6, -0.5, -0.1], [0.0, 0.0, 0.1], [-1.0, 0.5, 2.2], [-0.4, 1.0, -0.1], [-0.4, -0.7, -0.5], [0.8, -2.4, -1.3], [2.1, -1.1, 1.0], [-1.0, -1.0, -1.4], [-0.6, 0.4, 1.6], [0.2, -0.1, 0.1], [1.0, 0.0, 0.2], [0.1, -0.1, -0.4], [-0.2, 2.6, -0.1], [-0.1, -0.1, 1.0], [0.1, 0.0, 0.2], [4.1, -1.4, 0.8], [3.7, 0.5, 2.9], [0.5, 0.6, -0.5], [-3.7, 1.6, -2.0], [0.3, -2.4, -3.2], [0.3, 1.4, 0.6], [-0.2, 0.9, 0.4], [-0.3, -0.3, 0.6], [-0.1, -0.2, 0.6], [-1.1, 0.8, -0.7], [1.3, -3.2, -0.9], [-2.7, -2.5, 0.3], [0.0, 0.9, -0.3], [0.0, 0.9, -0.4], [-0.6, 0.0, 0.2], [-0.4, 0.0, -0.5], [0.5, -1.1, 0.5], [3.0, 1.1, 0.0], [0.4, -2.4, -0.9], [-0.2, 0.7, 2.0], [0.4, -0.4, -0.3], [0.0, 0.0, -0.4], [0.2, -0.4, -0.4], [0.1, -0.2, -0.7], [-1.2, 1.9, -0.4], [-0.3, -0.4, 2.0], [0.1, -0.3, -0.3], [-0.3, -0.1, -0.2], [0.7, 2.3, -0.3], [0.0, -0.2, 0.3], [-0.4, 0.2, -0.8], [1.2, -1.1, 0.3], [-0.2, 0.0, 0.3], [0.8, -1.2, -1.5], [-0.7, -2.3, -0.4], [0.0, 0.0, 0.2], [0.2, -0.4, 0.4], [-2.6, 1.7, -1.7], [0.4, -0.7, -0.5]], "mulliken_charge": [0.24, 0.61, 0.28, 0.59, -0.36, -1.39, 0.35, 0.30, 0.33, 0.28, -1.25, 0.31, 0.30, -0.35, -1.29, -1.23, 0.52, -0.31, 0.33, -0.49, 0.24, 0.27, 0.34, -0.58, -1.37, 0.34, 0.64, -0.33, -0.41, -0.59, -0.54, 0.37, 0.27, 0.27, 0.33, 0.55, 0.71, -0.64, 0.28, 0.68, 0.36, 0.36, 0.29, 0.44, 0.62, -0.39, 0.32, 0.30, 0.36, -0.37, -0.47, -0.35, 0.35, 0.26, -0.40, 0.36, -0.52, -0.31, 0.35, -0.34, -0.48, 0.25, -0.37, 0.43, 0.36]}


(2)
{"formula": "C29H42N4O7", "method": "wB97M-V/def2-TZVPD", "charge": 0, "multiplicity": 1, "lumo_ev": 0.149, "smiles": "c1cc[nH]c1.c1cc[nH]c1.c1cc[nH]c1.c1cc[nH]c1.O=C1CCCO1.O=C1CCCO1.O=C1CCCO1.CO", "homo_ev": -8.094, "e_tot_ha": -1875.78650, "species": ["C", "H", "H", "C", "H", "H", "H", "O", "O", "H", "H", "C", "H", "H", "N", "C", "C", "C", "O", "N", "H", "H", "C", "C", "H", "H", "C", "C", "C", "H", "H", "H", "C", "H", "H", "H", "H", "H", "C", "H", "H", "C", "O", "H", "H", "C", "C", "H", "H", "C", "C", "H", "O", "C", "H", "H", "C", "H", "C", "C", "H", "H", "O", "C", "H", "O", "C", "C", "C", "C", "N", "H", "H", "H", "H", "H", "H", "H", "C", "N", "C", "H"], "xyz": [[4.06894, -1.76797, 4.10975], [11.58103, 4.01508, 9.79330], [9.21296, -0.91982, -1.07176], [0.01284, -8.73153, 2.50955], [-3.92326, -3.73452, 7.61898], [-1.96528, 0.01809, -0.43935], [-1.63720, -9.83695, 5.09221], [0.23427, -10.07477, 2.39904], [5.47921, -6.40363, 11.70363], [-5.48885, 2.19056, -1.12456], [4.78701, -1.19294, 4.67554], [9.95050, -4.11588, -1.67471], [4.97532, -5.20432, 7.70780], [8.39576, -2.83317, 0.27040], [3.04177, -3.48221, 3.01773], [9.33898, 2.37745, 8.08686], [9.64693, -2.75797, -2.31485], [11.01396, 3.29643, 9.22028], [9.87412, -3.98235, -0.32769], [10.31283, 1.44187, 8.24886], [4.04376, -3.20057, -5.84533], [-4.30446, 0.12104, -1.84805], [-2.84347, 1.75184, 0.58862], [-2.86104, -2.28963, 7.13993], [3.99533, -4.10073, 10.95105], [-2.39603, -2.03397, 8.09204], [4.22301, -3.01208, 3.49773], [9.45749, -2.68101, 0.07629], [-4.04341, 2.45059, 0.35970], [5.19813, -3.46946, 3.41811], [-0.02538, -11.59617, 3.81653], [5.70597, -3.83534, 11.43338], [5.03952, -4.27343, 10.69041], [8.62681, -2.94015, -2.65287], [8.40083, 2.17492, 7.59163], [9.84092, -2.25064, 1.00142], [-4.41008, 3.41660, 0.67397], [2.87210, -4.26764, 2.40583], [-0.54169, -10.74208, 3.37830], [-3.81786, -1.79194, 6.98213], [-1.54165, -10.97227, 3.01061], [4.74106, -5.61426, -3.76331], [0.57622, -7.90909, 1.80510], [1.07714, -2.74721, 3.11867], [6.61962, -3.40236, 9.28862], [2.11334, -2.56360, 3.36154], [9.76901, 3.49702, 8.62640], [12.27145, 1.39816, 8.96085], [10.22348, 0.45983, 8.03037], [5.14327, -6.24512, -4.93856], [-0.94286, -8.47073, 3.65298], [-0.53738, -7.56430, 4.10252], [10.26709, -5.19870, -2.13818], [2.72402, -1.48592, 4.05546], [5.69572, -7.17191, -4.98596], [10.36676, -2.64935, -3.12611], [4.80796, -5.35088, -5.98985], [4.93358, -3.04818, 8.85281], [-0.75485, -9.68233, 4.47121], [-2.81198, 0.66448, -0.26141], [-1.91973, -8.18830, 3.26048], [10.87550, -1.42230, -1.04097], [-3.25012, -3.61493, 6.94505], [5.40386, -5.69780, 10.70497], [0.22106, -9.55320, 4.93920], [5.57670, -6.13589, 9.40674], [4.26645, -4.16724, -5.41831], [9.85426, -1.80116, -1.08116], [-3.95436, 0.64183, -0.96907], [11.37057, 1.98965, 8.89046], [4.28372, -4.36711, -4.08752], [4.81551, -5.74606, -2.69398], [6.73858, -5.27260, 8.01435], [-2.02387, -2.05980, 6.48086], [2.33882, -0.54439, 4.41812], [3.89530, -3.73351, -3.40357], [9.30332, 4.46941, 8.68942], [-2.08785, 2.13009, 1.26121], [5.76656, -5.01003, 8.43189], [-4.67098, 1.81974, -0.66229], [5.59514, -3.77248, 9.32802], [5.08423, -5.56937, -7.01080]], "forces_ev_per_angstrom": [[0.5, -1.7, -0.1], [0.1, -0.1, -0.2], [0.0, 0.1, -0.4], [1.0, 1.2, -1.5], [-0.1, -0.6, -0.1], [-0.2, -0.2, 0.3], [0.6, -0.5, 0.5], [0.1, 0.4, -0.3], [0.0, 1.0, -2.3], [0.1, -0.5, 0.1], [0.3, -0.2, -0.4], [1.2, -1.5, 0.2], [0.1, 0.4, -0.2], [-0.3, 0.8, -0.4], [0.6, 0.8, 0.6], [-1.6, -1.9, -1.4], [0.9, -0.8, 1.1], [1.6, -1.3, -0.3], [0.7, -0.6, 1.0], [-0.2, -0.9, -0.6], [-0.2, -0.2, 0.0], [0.3, -0.4, 0.3], [-1.1, 2.5, 1.2], [0.2, 0.7, -0.3], [0.1, 0.1, -0.3], [-0.5, -0.4, 0.7], [2.4, 0.7, 0.4], [-0.4, 0.0, -0.3], [1.4, -0.2, -0.5], [-0.4, -0.6, -0.4], [0.0, -0.1, -0.7], [-0.6, 0.2, 0.5], [2.1, 1.4, -0.4], [-0.1, 0.8, -0.3], [0.2, -0.2, 0.0], [0.7, -0.9, 0.2], [0.2, -0.2, 0.3], [0.2, 0.1, 0.3], [-0.9, 0.3, 1.5], [0.7, 1.5, -0.1], [0.2, -0.6, -0.5], [0.5, 0.6, -0.1], [-0.9, -1.6, 1.0], [0.1, 0.2, 0.0], [-0.2, 0.7, 1.1], [-1.2, 1.8, 0.7], [0.0, 3.4, 1.6], [0.0, 0.2, 0.5], [0.1, 0.4, -0.1], [-0.6, 0.9, 1.1], [1.0, 2.0, -1.0], [-0.3, 0.1, 0.2], [-0.8, 2.1, 0.2], [-1.8, -0.8, -1.1], [-0.3, 0.0, -0.2], [-0.4, 0.3, -0.1], [0.0, 0.9, 0.5], [0.2, 0.1, 0.0], [-0.3, -0.5, -0.2], [1.1, -1.2, -0.2], [-0.2, -0.5, 0.1], [0.1, -0.4, 0.2], [0.4, -1.3, 0.6], [-0.4, -2.3, 0.5], [-0.4, -0.2, 0.9], [0.4, 0.1, 0.9], [1.2, -1.6, -1.5], [-1.4, 0.2, -1.4], [-2.1, 1.8, -1.8], [0.3, 0.6, 0.7], [-0.6, 0.1, 0.6], [0.2, -0.9, -0.2], [0.0, 0.8, -0.1], [-0.6, 0.2, -0.7], [-0.7, -0.3, -0.1], [0.1, -0.1, -0.2], [-0.4, -0.2, -0.2], [0.0, -0.3, 0.0], [-1.5, -2.3, 1.7], [0.3, -1.4, 0.3], [-0.3, -0.1, -1.4], [-0.3, 0.4, -0.1]], "mulliken_charge": [-0.26, 0.37, 0.30, 0.55, 0.31, 0.37, 0.31, -0.34, -0.58, 0.21, 0.41, 0.50, 0.19, 0.27, 0.03, -0.60, -0.36, -0.40, -0.35, -0.01, 0.36, 0.35, -0.40, -0.47, 0.33, 0.23, -0.61, -0.38, -0.37, 0.39, 0.34, 0.19, -0.27, 0.24, 0.36, 0.30, 0.36, 0.22, -0.42, 0.24, 0.28, -0.30, -0.60, 0.39, 0.26, -0.58, -0.26, 0.36, 0.20, -0.43, -0.44, 0.23, -0.60, -0.37, 0.37, 0.29, -0.39, 0.30, -0.46, -0.41, 0.29, 0.27, -0.49, 0.47, 0.28, -0.39, -0.52, -0.49, -0.45, -0.38, -0.02, 0.36, 0.27, 0.18, 0.38, 0.20, 0.37, 0.36, -0.32, -0.02, -0.48, 0.36]}


(3)
{"formula": "C31H33Cl2N6NiO", "method": "wB97M-V/def2-TZVPD", "charge": 2, "multiplicity": 4, "lumo_ev": [-6.468, -10.236], "homo_ev": [-13.702, -13.546], "e_tot_ha": -4032.84135, "species": ["H", "H", "C", "C", "H", "C", "N", "H", "C", "C", "H", "H", "N", "H", "C", "Ni", "C", "C", "H", "H", "C", "H", "C", "N", "H", "C", "H", "C", "Cl", "C", "H", "H", "H", "H", "H", "C", "C", "H", "C", "H", "H", "H", "C", "N", "C", "C", "H", "O", "H", "Cl", "H", "C", "H", "H", "C", "C", "C", "H", "C", "H", "C", "H", "C", "H", "N", "C", "N", "H", "H", "C", "H", "C", "C", "C"], "xyz": [[-5.25939, -2.55705, -1.22644], [1.05587, 0.94705, 2.21068], [-1.46428, -1.73030, 3.04520], [3.00257, 3.99507, -3.20404], [2.39517, 1.48636, -0.34050], [1.47665, 1.88555, 2.57159], [-2.18880, -0.02731, -1.59830], [1.21609, 3.08501, -3.98196], [2.76696, -1.64869, 1.22546], [3.95346, 3.88481, -2.18084], [4.90901, 4.37862, -2.27820], [-0.17667, -2.88150, -5.16138], [-1.16779, 2.95955, -1.04461], [-1.13136, 4.37947, -2.62608], [-1.77302, 3.98424, 1.06524], [-0.28053, 1.22869, -1.84929], [1.56316, -1.20403, -2.26063], [-3.27550, -2.09426, -0.67038], [1.17278, 2.41079, 1.66611], [3.18036, 4.47593, -4.15460], [-4.47460, -1.81571, -1.19622], [-1.77392, 4.03443, 2.14407], [3.55485, -3.28812, 2.86396], [1.78080, -2.44111, 0.81847], [-1.29393, 1.97624, 0.83348], [1.92822, 3.12067, -3.17079], [-0.69457, -1.44414, 2.34373], [3.73121, 2.95973, -1.14018], [0.55539, 2.38136, 3.96811], [1.33024, -3.14248, -3.72615], [-2.03469, 6.12420, -1.62864], [-3.19803, -4.49679, 4.17705], [2.40789, -5.15539, 2.69675], [-0.96152, -0.71141, -4.21168], [-2.33671, 6.12926, 0.93276], [-0.08747, -1.21418, -3.82484], [2.60639, 2.13522, -1.17762], [-1.25106, -1.71952, -0.60830], [-2.07084, 5.23833, 0.38325], [4.47657, -1.27737, 2.47014], [0.72715, -4.16796, 1.02339], [0.47614, -0.13214, 0.59122], [1.95377, -2.48118, -2.68972], [1.55805, 2.28241, -2.12083], [-3.06396, -2.59084, 5.12574], [-1.92857, 5.25542, -0.99589], [-3.05896, -3.05889, -0.23562], [0.21823, 0.46861, -0.13479], [2.90763, -0.73219, 0.67172], [3.25282, 1.83594, 2.74816], [-5.56660, -0.31110, -2.25222], [-4.59887, -0.57430, -1.85144], [4.23254, -3.59323, 3.64757], [1.80458, -3.98544, -4.20658], [-1.44882, 2.90710, 0.30821], [0.31333, -2.47753, -4.28781], [-2.46315, -1.32976, 5.12801], [-3.70147, -2.95112, 5.91957], [2.56971, -4.15585, 2.32106], [2.01835, -0.91019, -1.32636], [-1.99631, -3.03853, 2.99657], [2.88364, -2.87425, -2.30600], [-1.47706, 4.19501, -1.61967], [-1.79331, -3.72082, 2.18437], [0.53458, -0.56425, -2.71796], [3.70915, -2.00229, 2.24220], [-1.70416, -0.94486, 4.11893], [-3.45113, 1.16471, -2.56631], [-2.57507, -0.57334, 5.89071], [-2.16398, -1.25778, -0.95437], [4.35880, 2.90778, -0.26278], [1.60676, -3.68406, 1.42155], [-3.44846, 0.22140, -2.04042], [-2.85429, -3.47800, 4.07554]], "forces_ev_per_angstrom": [[-0.3, 0.2, 0.3], [0.7, -0.6, 0.8], [0.6, 0.0, 0.5], [0.6, -1.7, 0.2], [-0.2, -0.2, -0.2], [-0.4, -0.7, -1.6], [-1.8, -3.4, 0.7], [0.0, 0.3, -0.2], [1.1, -1.4, 0.8], [-0.4, -0.7, -0.2], [-0.1, 0.4, 0.3], [-0.3, 0.1, 0.0], [-1.7, 1.9, 1.0], [-0.2, -0.7, -0.4], [-1.1, 4.0, -1.1], [0.5, -1.0, 1.0], [0.8, -2.0, 1.6], [2.9, 0.3, -0.4], [0.5, 1.1, 0.4], [0.1, 0.5, 0.3], [-1.5, 1.5, -1.3], [-0.2, -0.6, 0.0], [-0.2, 1.5, -2.1], [-0.8, -1.0, 1.1], [0.3, -0.4, -0.5], [-1.8, -0.8, 1.7], [0.0, 0.3, -0.3], [-0.8, 0.2, -0.9], [0.1, 0.2, 0.3], [2.4, 0.3, 0.9], [-0.3, 0.4, 0.4], [-0.2, 0.0, -0.4], [0.3, -0.1, 0.2], [0.1, 0.0, -0.2], [0.0, 0.0, 0.1], [1.0, 0.2, 2.1], [-2.2, 1.6, -0.8], [0.7, 0.9, -0.2], [0.6, -2.0, 0.8], [0.1, -0.2, 0.4], [0.2, -0.7, 0.3], [-0.2, 0.3, -1.2], [1.0, 0.1, -0.3], [4.2, 1.0, -0.5], [0.1, -0.8, -0.5], [-1.1, 2.7, 1.9], [0.0, 0.0, 0.2], [0.3, -0.2, 1.6], [-0.1, 0.3, 0.0], [-0.9, 0.0, 0.0], [0.2, 0.3, -0.2], [0.8, -0.4, 0.0], [0.0, -0.2, 0.0], [-0.3, -0.4, 0.3], [1.0, -0.8, -1.3], [-2.7, 2.2, -1.3], [0.4, 1.4, 0.3], [0.0, 0.6, 0.4], [-1.1, 0.5, 0.6], [0.1, 0.8, -0.2], [-1.7, 0.3, 1.8], [-0.1, -0.1, 0.4], [2.8, -4.8, -1.3], [0.4, 0.3, -0.1], [-2.4, -0.7, -3.6], [-1.7, -1.4, -0.2], [-1.2, -3.6, -1.3], [-0.8, 0.1, -0.2], [-0.4, -0.1, 0.4], [-0.3, 0.5, 0.3], [0.3, -0.2, -0.2], [2.0, 2.7, -0.9], [0.0, 0.6, 0.3], [2.1, 1.7, -0.9]], "lowdin_spin": [0.00, 0.00, 0.08, 0.00, 0.00, 0.00, 0.02, 0.00, 0.00, 0.00, 0.00, 0.00, 0.03, 0.00, 0.00, 1.78, 0.00, 0.00, 0.00, 0.00, 0.00, 0.00, 0.00, 0.00, 0.00, 0.00, 0.01, 0.00, 0.01, 0.00, 0.00, 0.00, 0.00, 0.00, 0.00, 0.00, 0.00, 0.00, 0.00, 0.00, 0.00, 0.00, 0.00, 0.03, 0.06, 0.00, 0.00, 0.09, 0.00, 0.00, 0.00, 0.00, 0.00, 0.00, 0.00, 0.00, 0.08, 0.01, 0.00, 0.00, 0.06, 0.00, 0.00, 0.01, 0.04, 0.00, 0.69, 0.00, 0.02, 0.00, 0.00, 0.00, 0.00, -0.02]}


(4)
{"formula": "C4H9NO2", "method": "wB97M-V/def2-TZVPD", "charge": 0, "multiplicity": 1, "lumo_ev": 0.736, "smiles": "CCC(=O)NCO", "homo_ev": -9.745, "e_tot_ha": -363.02011, "species": ["N", "H", "O", "O", "H", "H", "H", "H", "C", "C", "H", "C", "C", "H", "H", "H"], "xyz": [[-0.06285, -1.20980, 0.09813], [0.20764, -2.16822, 0.45017], [-2.31919, -1.79378, -0.43840], [2.10925, -0.95439, 0.66756], [-0.47111, 1.54444, 1.26687], [0.57511, 2.95382, 0.69326], [1.83431, 1.43377, -0.71202], [1.15697, 1.55866, 1.70973], [0.51241, 1.86456, 0.86426], [-1.15866, -1.07257, -0.75982], [-2.04566, -2.59615, 0.02892], [1.09357, -0.44018, 0.21991], [0.93257, 0.96434, -0.32058], [0.23871, 1.09284, -1.24878], [-1.61927, 0.00475, -0.70872], [-0.98382, -1.18210, -1.81050]], "forces_ev_per_angstrom": [[2.1, -2.1, 2.1], [-0.8, 1.2, -0.8], [0.5, -1.2, 0.9], [-0.8, 1.0, 0.0], [0.1, 0.6, -0.6], [-0.1, -0.7, 0.0], [0.6, -0.8, 0.2], [0.1, 0.6, -0.4], [-0.4, -1.0, 1.0], [-3.0, 3.9, -0.7], [-0.3, 0.0, -0.2], [-0.3, -0.7, -1.6], [-0.7, 1.9, -1.2], [0.8, -0.7, 1.9], [1.4, -1.4, 0.1], [0.8, -0.6, -0.8]], "mulliken_charge": [-0.14, 0.26, -0.51, -0.63, 0.28, 0.35, 0.31, 0.31, -1.07, -0.25, 0.29, 0.39, -0.34, 0.25, 0.19, 0.31]}